Entry from the OMol25 dataset: the molecule C9H12 at a distorted geometry (ωB97M-V/def2-TZVPD).

SMILES = C[C@@]12C=C[C@H]3C[C@H]3[C@H]1C2
HOMO = -8.70 eV
energy relative to the best compared isomer or geometry (same formula, charge and spin) = 3.1705 eV

ORCA input file:
```
! RIJCOSX wB97M-V def2-TZVPD def2/J DEFGRID3
* xyz 0 1
C -1.29898 0.15065 1.40092
C -1.00316 0.32721 -0.06819
C -1.85375 -0.71597 -0.89159
C -0.34626 -0.71992 -0.89192
C 1.02065 -1.12295 -0.51058
C 1.61199 -0.78830 0.83696
C 1.76058 0.23716 -0.26955
C 0.99005 1.52988 -0.42559
C -0.33668 1.63013 -0.43129
H -0.67100 0.73216 2.09701
H -2.34989 0.36720 1.65979
H -1.12476 -0.91134 1.63714
H -2.49661 -1.30953 -0.24174
H -2.23235 -0.55867 -1.90603
H -0.20020 -0.33190 -1.90063
H 1.49177 -1.81023 -1.21528
H 2.52510 -1.38842 1.01913
H 1.02219 -0.64293 1.74522
H 2.70621 0.32202 -0.79659
H 1.62558 2.40797 -0.47622
H -0.84048 2.59578 -0.37098
*
```